Record 1
A 2-piece molecular cluster, C28H22F3NO overall in a non-equilibrium geometry. Source: OMol25; level of theory: ωB97M-V with the def2-TZVPD basis set.

Computed properties:
- orbital gap (eV) = 2.169
- net charge = 0
- energy above the lowest of the compared OMol25 structures with the same formula, charge and spin (kJ/mol) = 339.4
- calculated total energy (eV) = -41080.1609

```
55
C28H22F3NO, DFT ωB97M-V with the def2-TZVPD basis set
F 3.30 -6.18 -0.08
C 2.81 -4.90 -0.06
F 3.34 -4.30 1.04
F 3.33 -4.27 -1.16
C 1.31 -4.85 -0.06
C 0.64 -3.52 -0.03
O 1.20 -2.40 -0.01
C -0.81 -3.63 -0.04
C -1.48 -4.82 -0.06
C -0.80 -6.04 -0.08
C 0.60 -6.03 -0.08
H -1.34 -2.68 -0.02
H -2.57 -4.81 -0.06
H -1.33 -6.99 -0.10
H 1.13 -6.99 -0.10
C 4.54 4.49 -0.34
N 3.24 4.59 0.30
C 2.78 5.97 0.38
C 2.30 3.54 0.20
C 2.23 2.54 1.20
C 1.24 1.56 1.14
C 0.32 1.52 0.07
C -0.82 0.64 0.07
C -1.53 0.22 -1.12
C -2.86 -0.16 -0.75
C -3.78 -0.54 -1.72
C -3.35 -0.63 -3.05
C -2.02 -0.34 -3.40
C -1.11 0.12 -2.44
C -2.98 -0.03 0.69
C -1.71 0.42 1.20
C -1.56 0.66 2.56
C -2.64 0.42 3.42
C -3.89 0.01 2.91
C -4.07 -0.21 1.53
C 0.47 2.47 -0.97
C 1.41 3.49 -0.89
H 4.81 3.44 -0.48
H 4.54 5.00 -1.32
H 5.28 4.98 0.29
H 1.78 6.01 0.82
H 3.48 6.53 1.01
H 2.76 6.45 -0.61
H 2.94 2.58 2.03
H 1.17 0.81 1.92
H -4.81 -0.75 -1.42
H -4.06 -0.95 -3.83
H -1.70 -0.45 -4.44
H -0.08 0.36 -2.69
H -0.61 1.02 2.94
H -2.53 0.57 4.49
H -4.73 -0.15 3.60
H -5.02 -0.51 1.11
H -0.21 2.46 -1.82
H 1.48 4.25 -1.68
```

=====

Record 2
One molecule with the formula BrFHP in a non-equilibrium geometry. Source: OMol25; level of theory: ωB97M-V with the def2-TZVPD basis set.

Computed properties:
- multiplicity = 3
- orbital gap (alpha / beta) (eV) = 6.821 / 7.791
- net charge = 0
- energy above the lowest of the compared OMol25 structures with the same formula, charge and spin (kJ/mol) = 81.2
- ⟨S²⟩ = 2.005
- calculated total energy (eV) = -82061.8499

```
4
BrFHP, DFT ωB97M-V with the def2-TZVPD basis set
F -0.20 -1.20 -0.58
P -0.17 -0.12 0.60
Br 1.66 0.80 -0.16
H -1.29 0.52 0.13
```

=====

Record 3
C5H9NO as an isolated structure. Source: OMol25; level of theory: ωB97M-V with the def2-TZVPD basis set.

Computed properties:
- orbital gap (eV) = 10.349
- net charge = 0
- energy above the lowest of the compared OMol25 structures with the same formula, charge and spin (kJ/mol) = 240.4
- calculated total energy (eV) = -8866.7210

```
16
C5H9NO, DFT ωB97M-V with the def2-TZVPD basis set
C -1.35 -1.03 1.43
C 0.74 0.80 -0.34
C 0.62 1.91 0.37
C 1.57 -0.46 -0.35
O 0.77 -0.95 -1.46
C 0.01 0.20 -1.48
N -0.96 0.54 -2.21
H -1.04 -1.62 0.56
H -1.23 -1.63 2.34
H -2.40 -0.75 1.32
H -0.15 2.63 0.11
H -0.75 -0.13 1.51
H 1.25 2.12 1.22
H 1.48 -1.12 0.52
H 2.62 -0.35 -0.64
H -1.17 -0.18 -2.90
```

=====

Record 4
A 2-piece molecular cluster, C4H11NO overall in a non-equilibrium geometry. Source: OMol25; level of theory: ωB97M-V with the def2-TZVPD basis set.

Computed properties:
- multiplicity = 2
- orbital gap (alpha / beta) (eV) = 2.753 / 7.638
- net charge = -1
- energy above the lowest of the compared OMol25 structures with the same formula, charge and spin (kJ/mol) = 203.1
- ⟨S²⟩ = 0.753
- calculated total energy (eV) = -7860.4092

```
17
C4H11NO, DFT ωB97M-V with the def2-TZVPD basis set
C 0.38 2.24 -0.01
C 0.98 1.05 -0.70
C 0.70 -0.42 -0.36
C 0.65 -0.85 0.95
N -1.09 1.86 0.04
H 0.76 2.40 0.98
H 0.39 3.09 -0.74
H 0.70 1.03 -1.80
H 2.15 1.12 -0.77
H 0.60 -1.29 -1.05
H 0.81 -0.09 1.82
H 0.32 -1.90 1.27
H -1.25 1.13 0.77
H -1.25 1.40 -0.78
H -1.03 -3.48 0.71
H -2.35 -3.49 -0.18
O -1.48 -3.81 -0.13
```

=====

Record 5
An isolated ion of composition C2H3Cl2N2 and charge +1 in a non-equilibrium geometry. Source: OMol25; level of theory: ωB97M-V with the def2-TZVPD basis set.

Computed properties:
- orbital gap (eV) = 9.168
- net charge = +1
- energy above the lowest of the compared OMol25 structures with the same formula, charge and spin (kJ/mol) = 254.3
- SMILES = [NH3+]C#CN(Cl)Cl
- calculated total energy (eV) = -30134.6583

```
9
C2H3Cl2N2, DFT ωB97M-V with the def2-TZVPD basis set
N -1.83 0.06 0.07
C -0.44 -0.11 0.17
C 0.76 -0.10 0.07
N 2.20 -0.24 0.29
Cl 2.82 1.43 0.42
Cl 2.91 -1.33 -0.78
H -2.09 -0.65 -0.56
H -1.93 0.92 -0.55
H -2.39 0.01 0.88
```

=====

Record 6
One molecule with the formula CH3N5O2 in a non-equilibrium geometry. Source: OMol25; level of theory: ωB97M-V with the def2-TZVPD basis set.

Computed properties:
- orbital gap (eV) = 9.770
- net charge = 0
- energy above the lowest of the compared OMol25 structures with the same formula, charge and spin (kJ/mol) = 230.5
- SMILES = Nn1nno/c1=N\O
- calculated total energy (eV) = -12624.6294

```
11
CH3N5O2, DFT ωB97M-V with the def2-TZVPD basis set
N -0.88 0.64 -2.02
N -0.35 0.69 -0.66
N -0.99 1.52 0.02
N -0.77 1.37 1.27
O -0.04 0.07 1.35
C 0.29 -0.33 0.10
N 0.98 -1.29 -0.42
O 1.59 -2.03 0.70
H -1.38 -0.26 -2.10
H -0.08 0.57 -2.57
H 1.39 -3.15 0.41
```

=====

Which of these has the lowest energy above the lowest of the compared OMol25 structures with the same formula, charge and spin?
BrFHP